# 1
C29H59AlO22 | ωB97M-V/def2-TZVPD

```
111
C29H59AlO22 | the Open Molecules 2025 dataset | ωB97M-V/def2-TZVPD
Al 3.751 12.555 22.633
C 4.820 9.318 21.947
O 4.340 10.615 22.250
H 4.357 8.869 21.069
H 5.852 9.366 21.598
H 4.824 8.607 22.774
C 6.990 9.136 25.063
C 5.543 9.552 24.824
O 5.085 10.336 25.890
C 4.052 11.246 25.696
O 3.567 11.478 24.563
O 3.782 11.911 26.787
C 2.961 13.031 26.766
H 7.356 8.398 24.349
H 7.137 8.739 26.067
H 7.608 10.023 24.920
H 4.997 8.608 24.834
H 5.406 9.897 23.800
H 2.413 13.042 27.708
H 2.160 13.061 26.028
H 3.532 13.959 26.743
C 3.951 6.040 24.910
C 5.230 6.711 24.538
O 5.969 6.030 23.467
C 7.279 6.047 23.468
O 8.108 6.679 24.214
O 7.673 5.373 22.341
C 9.084 5.339 22.022
H 3.595 6.477 25.843
H 4.085 5.006 25.229
H 3.210 6.047 24.110
H 5.938 6.612 25.361
H 5.071 7.751 24.251
H 9.189 6.294 21.508
H 9.339 4.437 21.466
H 9.678 5.316 22.935
C 3.467 6.001 19.406
C 3.473 6.733 20.736
O 2.516 5.973 21.471
C 2.020 6.443 22.615
O 2.266 7.561 23.058
O 1.284 5.459 23.214
C 0.885 5.759 24.531
H 2.452 5.869 19.033
H 4.017 5.061 19.437
H 4.092 6.425 18.619
H 3.191 7.767 20.537
H 4.499 6.753 21.104
H 0.932 4.836 25.108
H -0.183 5.961 24.606
H 1.404 6.571 25.040
C 7.780 11.231 21.309
C 7.857 10.538 22.672
O 7.883 11.474 23.762
C 6.726 12.134 24.136
O 5.625 12.049 23.570
O 7.012 12.870 25.178
C 6.039 13.722 25.707
H 8.136 12.245 21.128
H 6.777 11.228 20.881
H 8.413 10.669 20.623
H 8.717 9.874 22.754
H 7.018 9.857 22.812
H 5.106 13.195 25.909
H 5.832 14.595 25.088
H 6.275 14.085 26.707
C 5.114 9.105 18.050
C 4.566 9.979 19.169
O 3.989 11.219 18.606
C 3.409 12.137 19.430
O 3.556 12.116 20.618
O 2.784 12.992 18.637
C 2.110 14.149 19.189
H 6.000 9.546 17.594
H 4.308 9.024 17.321
H 5.352 8.084 18.347
H 5.301 10.341 19.888
H 3.828 9.444 19.767
H 1.494 13.977 20.072
H 1.699 14.731 18.364
H 2.849 14.760 19.706
C 6.409 7.747 20.817
C 7.598 8.413 21.484
O 8.536 8.872 20.488
C 9.436 8.160 19.864
O 9.528 6.959 19.929
O 10.085 8.957 19.134
C 11.091 8.366 18.300
H 5.747 7.162 21.456
H 6.612 7.164 19.919
H 5.877 8.573 20.346
H 8.100 7.743 22.182
H 7.316 9.332 21.998
H 10.652 7.656 17.600
H 11.870 7.896 18.901
H 11.545 9.164 17.714
C -1.934 12.940 19.967
C -0.546 12.814 20.611
O -0.210 11.443 20.698
C 1.024 11.088 21.116
O 1.887 11.906 21.503
O 1.194 9.744 21.118
C 2.437 9.126 21.387
H -2.016 14.009 19.770
H -2.626 12.766 20.791
H -2.110 12.360 19.061
H -0.575 13.177 21.638
H 0.194 13.384 20.047
H 2.848 9.512 22.320
H 3.090 9.349 20.543
H 2.122 8.086 21.463
```

Net charge: +2
Relative energy (zero: lowest compared OMol25 entry of this formula, charge and spin), eV: 6.990
E_HOMO, eV: -14.03
E_tot, Ha: -3036.9183

---

# 2
C29H59Cl40NO5PS2 | ωB97M-V/def2-TZVPD

```
137
C29H59Cl40NO5PS2 | the Open Molecules 2025 dataset | ωB97M-V/def2-TZVPD
C 4.775 0.012 1.095
O 4.127 1.240 0.797
C 4.847 2.063 -0.109
C 4.033 2.427 -1.338
C 2.721 3.160 -1.007
C 1.726 2.294 -0.297
N 0.985 2.695 0.691
C 0.150 1.606 1.212
S 1.130 0.989 2.699
P -1.503 2.214 1.985
O -0.981 3.513 2.837
O -1.761 1.097 3.144
C 0.069 0.657 0.045
S -0.484 -1.012 0.385
C 0.208 -1.984 -0.926
O -1.919 -1.082 0.306
O 0.048 -1.491 1.633
C 1.481 0.852 -0.630
H 4.161 -0.486 1.852
H 4.844 -0.676 0.245
H 5.750 0.201 1.547
H 5.174 2.955 0.433
H 5.747 1.543 -0.451
H 3.851 1.581 -2.009
H 4.643 3.122 -1.924
H 2.267 3.528 -1.934
H 2.939 4.045 -0.406
H 1.018 3.633 1.079
H 2.141 1.874 2.665
H -0.223 3.229 3.398
H -1.402 1.404 4.007
H -0.609 1.022 -0.733
H -0.038 -1.568 -1.904
H -0.224 -2.973 -0.806
H 1.291 -2.038 -0.832
H 1.351 0.732 -1.705
H 2.228 0.173 -0.235
C -3.962 5.611 0.657
Cl -5.117 6.260 -0.515
Cl -3.202 4.115 0.084
H -3.185 6.348 0.829
H -4.487 5.398 1.576
C -6.311 6.415 4.113
Cl -4.855 5.461 4.448
Cl -6.743 6.389 2.396
H -7.134 6.007 4.687
H -6.118 7.446 4.387
C 4.674 -0.682 -4.924
Cl 6.233 -0.190 -4.266
Cl 3.438 -0.904 -3.664
H 4.331 0.080 -5.613
H 4.804 -1.623 -5.440
C 7.068 -2.979 0.544
Cl 5.813 -4.164 0.902
Cl 6.591 -1.924 -0.796
H 7.238 -2.363 1.420
H 7.972 -3.507 0.271
C -1.966 7.888 -1.568
Cl -1.665 9.213 -0.438
Cl -0.652 6.692 -1.538
H -2.894 7.404 -1.291
H -2.049 8.291 -2.570
C 7.102 -7.062 -1.760
Cl 7.556 -8.670 -2.335
Cl 8.500 -5.976 -1.732
H 6.353 -6.663 -2.441
H 6.704 -7.151 -0.757
C -5.257 -1.066 1.663
Cl -6.351 0.182 1.057
Cl -5.956 -2.684 1.508
H -4.339 -1.030 1.089
H -5.055 -0.875 2.709
C -4.234 7.622 -5.078
Cl -3.934 8.978 -3.983
Cl -2.936 6.424 -4.994
H -5.164 7.146 -4.791
H -4.297 8.001 -6.090
C 1.308 -6.049 0.001
Cl 0.099 -5.473 1.151
Cl 2.823 -5.135 0.092
H 1.517 -7.091 0.207
H 0.902 -5.939 -0.998
C 4.817 -4.531 -4.385
Cl 5.800 -3.584 -3.262
Cl 4.493 -6.166 -3.789
H 3.868 -4.018 -4.503
H 5.323 -4.612 -5.338
C -5.268 10.594 3.890
Cl -3.746 9.691 3.910
Cl -6.524 9.773 4.829
H -5.100 11.573 4.321
H -5.609 10.677 2.863
C -3.465 -4.799 -0.497
Cl -2.198 -5.664 -1.383
Cl -5.073 -5.157 -1.129
H -3.425 -5.097 0.543
H -3.289 -3.735 -0.590
C 2.087 -7.206 4.128
Cl 2.794 -8.761 3.673
Cl 3.307 -5.932 4.270
H 1.373 -6.914 3.368
H 1.592 -7.319 5.083
C 5.712 6.151 -1.522
Cl 4.709 5.567 -2.860
Cl 4.856 6.123 0.027
H 6.588 5.519 -1.444
H 6.003 7.172 -1.733
C 7.450 -1.547 -8.117
Cl 7.001 0.038 -7.472
Cl 6.246 -2.792 -7.769
H 7.541 -1.465 -9.192
H 8.395 -1.844 -7.680
C -6.889 -3.298 -3.848
Cl -5.916 -3.039 -5.302
Cl -8.591 -2.910 -4.118
H -6.811 -4.339 -3.562
H -6.509 -2.663 -3.058
C -7.721 10.971 -0.092
Cl -6.692 11.784 1.099
Cl -8.211 9.368 0.462
H -8.605 11.574 -0.251
H -7.161 10.866 -1.013
C -1.261 -9.523 4.250
Cl -0.271 -10.029 2.874
Cl -1.339 -7.761 4.386
H -2.267 -9.901 4.108
H -0.827 -9.924 5.159
C -5.451 -10.082 2.828
Cl -5.310 -8.573 3.737
Cl -4.095 -11.169 3.158
H -6.369 -10.579 3.114
H -5.457 -9.851 1.771
C -1.627 -4.182 6.721
Cl -0.315 -5.021 5.884
Cl -3.207 -4.592 6.046
H -1.609 -4.468 7.765
H -1.473 -3.115 6.619
```

Net charge: +1
Relative energy (zero: lowest compared OMol25 entry of this formula, charge and spin), eV: 0.000
E_HOMO, eV: -11.45
E_tot, Ha: -21116.4585

---

# 3
C29H59ClP2PdSi3 | ωB97M-V/def2-TZVPD

```
95
C29H59ClP2PdSi3 | the Open Molecules 2025 dataset | ωB97M-V/def2-TZVPD
Pd -0.070 0.839 -0.680
C 2.353 0.021 -2.419
C 1.520 -1.096 -2.188
C 0.154 -0.667 -2.385
Si 2.129 -2.809 -1.742
C 0.197 0.725 -2.800
C 1.585 1.175 -2.704
Si 2.185 2.945 -2.636
H 3.446 -0.009 -2.411
H -0.727 -1.304 -2.436
H -0.622 1.266 -3.267
Cl -3.070 -0.079 -0.245
C 4.040 2.964 -2.441
C 1.642 3.807 -4.197
C 3.951 -2.778 -1.349
C 1.776 -3.962 -3.164
H 2.131 3.305 -5.043
H 1.962 4.858 -4.183
H 0.556 3.763 -4.351
H 4.369 2.178 -1.750
H 4.362 3.938 -2.050
H 4.521 2.800 -3.414
H 2.544 -3.787 -3.931
H 0.795 -3.778 -3.619
H 1.833 -5.012 -2.849
H 4.541 -2.837 -2.272
H 4.206 -3.636 -0.714
H 4.217 -1.855 -0.817
C 1.401 3.755 -1.094
C 1.215 -3.347 -0.166
P -0.225 3.103 -0.599
H 1.353 4.851 -1.219
H 2.086 3.557 -0.253
P -0.570 -2.961 -0.159
H 1.663 -2.756 0.655
H 1.401 -4.414 0.040
C -1.219 -3.537 1.504
C -1.318 -4.221 -1.335
C -1.387 3.755 -1.900
C -0.744 3.919 0.968
C -1.755 3.071 1.741
H -1.227 4.858 0.649
C 0.460 4.243 1.854
H 0.949 3.316 2.189
H 0.102 4.783 2.739
H 1.196 4.874 1.343
H -2.682 2.888 1.187
H -2.006 3.584 2.679
H -1.290 2.105 1.977
H -1.059 3.246 -2.822
C -1.282 5.271 -2.093
C -2.828 3.343 -1.592
H -0.291 5.598 -2.428
H -1.541 5.814 -1.174
H -2.005 5.565 -2.865
H -2.931 2.267 -1.400
H -3.455 3.592 -2.460
H -3.228 3.891 -0.728
H -0.851 -3.979 -2.304
C -2.830 -3.969 -1.442
C -1.007 -5.676 -0.989
H 0.066 -5.906 -1.019
H -1.498 -6.317 -1.734
H -1.403 -5.957 -0.004
H -3.056 -2.918 -1.662
H -3.352 -4.251 -0.518
H -3.238 -4.584 -2.255
C -1.693 -2.299 2.270
C -0.222 -4.361 2.313
H -2.094 -4.165 1.271
H 0.671 -3.772 2.564
H 0.089 -5.274 1.790
H -0.703 -4.670 3.253
H -0.944 -1.492 2.228
H -1.883 -2.543 3.324
H -2.612 -1.886 1.839
C -4.802 -0.567 0.118
H -5.211 0.171 0.810
H -4.788 -1.563 0.571
H -5.351 -0.570 -0.827
C -0.910 0.137 5.138
Si 0.738 0.135 4.228
C 1.799 1.531 4.894
C 1.579 -1.516 4.500
C 0.411 0.393 2.435
C 0.201 0.546 1.216
H -0.741 0.296 6.213
H -1.456 -0.808 5.017
H -1.551 0.949 4.768
H 1.776 1.529 5.993
H 2.846 1.428 4.575
H 1.433 2.507 4.546
H 0.918 -2.361 4.265
H 2.480 -1.600 3.878
H 1.881 -1.608 5.554
```

Net charge: 0
Relative energy (zero: lowest compared OMol25 entry of this formula, charge and spin), eV: 0.000
E_HOMO (spin up / spin down), eV: -2.12 / -7.43
E_tot, Ha: -3279.4462
Spin multiplicity: 5
⟨S²⟩: 6.022

---

# 4
C29H59F3O13P2 | ωB97M-V/def2-TZVPD

```
106
C29H59F3O13P2 | the Open Molecules 2025 dataset | ωB97M-V/def2-TZVPD
C 2.721 -3.012 5.561
C 2.989 -1.561 4.796
O 3.320 -1.710 3.362
C 2.028 -1.718 2.604
C 2.010 -2.766 1.344
C 1.253 -2.189 -0.012
C -0.305 -1.607 0.172
C -1.108 -1.641 -1.257
O -2.557 -1.857 -1.164
C -3.309 -0.594 -1.071
F -3.148 0.317 -2.229
F -3.049 0.196 0.159
F -4.773 -0.960 -1.018
C -1.179 -2.273 1.433
C -1.245 -3.914 1.374
C -2.638 -4.529 0.767
C -1.019 -4.435 2.943
O 0.010 -0.145 0.297
C 1.340 0.257 -0.273
O 1.732 1.546 -0.249
C 2.185 -1.072 -0.838
C 1.976 -0.907 -2.449
O 3.489 -0.856 -0.206
C 4.605 -1.447 -0.948
C 4.424 -3.010 -1.392
H 3.366 -3.815 4.993
H 1.575 -3.279 5.369
H 2.937 -2.962 6.711
H 3.873 -1.014 5.356
H 2.028 -0.891 4.992
H 1.220 -2.123 3.384
H 1.723 -0.619 2.348
H 1.514 -3.771 1.756
H 3.149 -3.062 1.145
H 1.046 -3.178 -0.628
H -0.659 -2.541 -1.879
H -0.800 -0.660 -1.858
H -2.313 -1.901 1.429
H -0.750 -1.882 2.476
H -0.361 -4.352 0.703
H -2.693 -4.379 -0.402
H -2.673 -5.709 0.943
H -3.522 -3.997 1.323
H -0.316 -3.723 3.563
H -2.102 -4.432 3.423
H -0.513 -5.501 2.968
H 2.949 -0.822 -3.090
H 1.305 -1.779 -2.906
H 1.356 0.089 -2.658
H 4.902 -0.839 -1.911
H 5.551 -1.407 -0.227
H 3.493 -3.560 -0.947
H 5.390 -3.624 -1.092
H 4.329 -3.121 -2.577
O -2.382 0.577 4.414
P -2.271 1.720 5.454
O -3.821 2.260 5.230
C -4.864 1.568 5.889
C -4.855 1.848 7.381
O -1.541 2.787 4.392
C -0.743 2.270 3.329
C -1.563 2.111 2.058
O -2.148 2.996 6.614
C -1.012 2.919 7.465
C 0.296 3.098 6.715
H -4.788 0.497 5.690
H -5.808 1.922 5.461
H -3.962 1.423 7.849
H -5.734 1.409 7.861
H -4.843 2.925 7.576
H -0.267 1.332 3.623
H 0.069 2.985 3.146
H -2.534 1.641 2.239
H -1.019 1.511 1.322
H -1.773 3.090 1.615
H -1.026 1.961 7.995
H -1.111 3.715 8.209
H 0.494 2.239 6.064
H 1.135 3.187 7.410
H 0.266 3.989 6.081
O 1.093 0.927 -5.961
P 0.770 1.943 -7.084
O 1.772 3.123 -6.496
C 3.153 3.023 -6.787
C 3.435 3.343 -8.243
O -0.629 2.499 -6.354
C -1.366 1.619 -5.507
C -0.954 1.789 -4.052
O 0.409 3.078 -8.338
C -0.280 2.531 -9.455
C -1.676 2.050 -9.105
H 3.521 2.029 -6.525
H 3.672 3.749 -6.150
H 3.003 2.581 -8.898
H 4.512 3.383 -8.429
H 2.989 4.303 -8.525
H -1.260 0.584 -5.837
H -2.429 1.871 -5.611
H 0.132 1.829 -3.923
H -1.346 0.969 -3.443
H -1.345 2.732 -3.654
H 0.315 1.716 -9.878
H -0.350 3.321 -10.209
H -1.635 1.164 -8.461
H -2.233 1.779 -10.006
H -2.233 2.821 -8.564
```

Net charge: 0
E_HOMO, eV: -9.69
E_tot, Ha: -3100.3308